Entry 1:
C24H24NO6PS5SeTeV | ωB97M-V/def2-TZVPD

XYZ file:
```
64
Properties=species:S:1:pos:R:3
V -0.648 1.088 -0.700
C 2.726 3.914 3.593
S 3.762 3.189 2.298
C 3.657 1.486 2.725
C 2.582 0.688 2.586
S 1.025 1.243 1.992
S 2.750 -0.963 3.119
C 4.423 -0.870 3.551
S 5.277 -2.121 4.183
S 5.073 0.731 3.398
H 2.789 4.995 3.468
H 3.101 3.645 4.578
H 1.690 3.602 3.483
O 1.788 -0.449 0.115
C 0.977 0.373 0.443
O -1.409 1.891 0.481
O -2.115 2.587 1.275
C -1.042 -3.604 -3.475
C 0.006 -2.741 -3.101
C -0.206 -1.742 -2.192
C -1.483 -1.541 -1.619
C -1.778 -0.492 -0.690
C -2.988 -0.445 -0.036
C -3.991 -1.387 -0.338
C -3.768 -2.341 -1.288
C -2.519 -2.450 -1.949
C -2.272 -3.469 -2.897
H -0.861 -4.389 -4.198
H 0.994 -2.883 -3.521
H 0.628 -1.139 -1.860
H -3.182 0.307 0.716
H -4.937 -1.342 0.186
H -4.545 -3.056 -1.539
H -3.076 -4.152 -3.145
C 1.166 5.603 -3.001
C 0.545 4.332 -2.480
O 0.189 3.516 -3.621
P -0.419 2.063 -3.399
O -1.364 2.115 -2.180
Te -1.055 1.085 -5.371
O 0.774 1.290 -2.538
C 1.982 0.914 -3.283
C 3.112 0.475 -2.393
H 1.467 6.234 -2.164
H 0.455 6.154 -3.616
H 2.048 5.382 -3.603
H -0.358 4.529 -1.903
H 1.246 3.779 -1.850
H 2.272 1.802 -3.847
H 1.682 0.142 -3.991
H 3.336 1.218 -1.628
H 3.995 0.363 -3.026
H 2.918 -0.469 -1.895
Se -0.940 -1.140 2.992
C -1.845 -2.616 3.738
C -3.213 -2.848 3.529
C -3.834 -3.944 4.098
N -3.223 -4.849 4.868
C -1.919 -4.631 5.071
C -1.207 -3.568 4.547
H -3.786 -2.160 2.919
H -4.895 -4.107 3.924
H -1.408 -5.360 5.695
H -0.150 -3.469 4.760
```

As for the HOMO-LUMO gap (alpha / beta): 4.1846 / 4.1880 eV. The calculation puts the largest force on an atom at 0.7 eV/A. As for the energy relative to the best compared isomer or geometry (same formula, charge and spin): 48.3 kcal per mole. The calculation puts the HOMO energy (alpha / beta) at -3.7 / -3.7 eV. Its net charge is -1. For the lowest unoccupied orbital energy (alpha / beta), the calculation gives 0.5 / 0.5 eV.

The computed natural (NBO) charges, all in e, follow: V 1.29; C -0.73; S 0.25; C -0.40; C -0.40; S 0.34; S 0.59; C -0.58; S -0.09; S 0.47; H 0.23; H 0.22; H 0.23; O -0.57; C 0.15; O -0.09; O -0.37; C -0.22; C -0.18; C -0.20; C -0.11; C -0.17; C -0.14; C -0.23; C -0.14; C 0.02; C -0.19; H 0.21; H 0.21; H 0.22; H 0.25; H 0.22; H 0.21; H 0.21; C -0.62; C -0.07; O -0.83; P 1.92; O -1.07; Te -0.40; O -0.87; C -0.06; C -0.64; H 0.22; H 0.22; H 0.21; H 0.20; H 0.18; H 0.19; H 0.21; H 0.22; H 0.22; H 0.24; Se -0.51; C -0.13; C -0.31; C 0.02; N -0.48; C 0.02; C -0.31; H 0.21; H 0.17; H 0.17; H 0.21

---

Entry 2:
C8H6O4 | ωB97M-V/def2-TZVPD

XYZ file:
```
18
Properties=species:S:1:pos:R:3
C -0.002 1.593 0.419
C -0.285 0.731 1.534
C -0.553 -0.704 1.130
C -0.783 -1.371 2.457
C -0.286 -1.314 -0.053
C 0.186 -0.436 -1.078
C 0.668 -1.210 -2.327
C 0.131 0.990 -0.899
H 0.037 3.424 -0.250
H -0.172 1.106 2.759
H -0.901 -0.636 3.390
H -0.509 -2.285 -0.256
H 0.902 -0.661 -3.183
H 1.177 1.167 -2.576
O 0.027 2.894 0.652
O -0.815 -2.515 2.637
O 0.762 -2.442 -2.375
O 0.416 1.668 -1.981
```

As for the HOMO-LUMO gap: 8.1664 eV. The calculation puts the largest force on an atom at 6.0 eV/A. As for the energy relative to the best compared isomer or geometry (same formula, charge and spin): 94.8 kcal per mole. The calculation puts the HOMO energy at -9.0 eV. For the lowest unoccupied orbital energy, the calculation gives -0.8 eV. The structure (SMILES) is O=Cc1cc(O)c(O)c(C=O)c1.

The computed natural (NBO) charges, all in e, follow: C 0.24; C -0.20; C -0.18; C 0.44; C -0.14; C -0.20; C 0.40; C 0.28; H 0.50; H 0.26; H 0.08; H 0.25; H 0.10; H 0.50; O -0.65; O -0.51; O -0.50; O -0.68

---

Entry 3:
C17H45As3BCaF4NO7P2S | ωB97M-V/def2-TZVPD

XYZ file:
```
82
Properties=species:S:1:pos:R:3
Ca -0.136 0.134 0.484
C -0.931 3.924 2.526
As -1.842 2.352 1.824
C -2.463 1.653 3.535
C -3.596 2.993 1.187
C -3.769 3.652 -0.196
C -5.282 3.839 -0.399
C -3.304 2.759 -1.369
As -1.425 2.187 -1.654
C -1.666 1.674 -3.522
C -0.469 3.859 -1.973
C -3.058 5.018 -0.264
As -4.008 6.639 0.357
C -3.870 6.465 2.308
C -2.441 7.801 0.152
H -1.580 4.506 3.177
H -0.540 4.550 1.726
H -0.088 3.533 3.097
H -3.040 2.394 4.090
H -1.576 1.365 4.098
H -3.066 0.763 3.360
H -3.995 3.660 1.955
H -4.208 2.084 1.217
H -5.779 2.868 -0.457
H -5.487 4.385 -1.322
H -5.732 4.398 0.425
H -3.619 3.247 -2.297
H -3.847 1.807 -1.319
H -2.022 2.516 -4.115
H -2.384 0.855 -3.580
H -0.704 1.333 -3.903
H -1.037 4.536 -2.609
H 0.465 3.583 -2.460
H -0.232 4.348 -1.030
H -2.863 5.259 -1.312
H -2.087 4.972 0.228
H -4.584 5.737 2.689
H -4.113 7.434 2.746
H -2.863 6.184 2.610
H -2.211 7.925 -0.906
H -1.572 7.378 0.659
H -2.656 8.782 0.573
N 2.002 -2.736 3.801
C 1.028 -1.578 3.898
C 0.844 -1.129 5.336
P 1.720 -0.253 2.823
O 3.210 -0.240 3.479
O 0.988 1.026 3.004
O 1.781 -0.845 1.443
P -0.493 -2.220 3.012
O -1.455 -2.593 4.253
O 0.019 -3.465 2.361
O -1.153 -1.119 2.231
H 1.980 -3.302 4.647
H 2.952 -2.404 3.628
H 1.593 -3.311 3.006
H 1.786 -0.764 5.749
H 0.449 -1.936 5.955
H 0.130 -0.308 5.361
H 3.788 0.391 3.030
H -2.333 -2.212 4.130
C -2.587 -2.449 -3.577
C -1.401 -3.163 -2.946
S -0.286 -1.960 -2.210
O -1.095 -1.400 -1.047
C 0.884 -3.108 -1.459
C 1.859 -3.670 -2.480
H -3.286 -3.171 -3.998
H -2.262 -1.782 -4.377
H -3.115 -1.859 -2.828
H -0.821 -3.714 -3.689
H -1.710 -3.841 -2.148
H 0.296 -3.865 -0.938
H 1.404 -2.502 -0.717
H 1.367 -4.303 -3.219
H 2.608 -4.276 -1.972
H 2.377 -2.864 -3.000
F 1.715 1.593 -2.672
B 2.209 1.010 -1.511
F 1.461 1.545 -0.380
F 3.549 1.232 -1.326
F 1.891 -0.373 -1.492
```

As for the HOMO-LUMO gap: 8.4277 eV. The calculation puts the largest force on an atom at 0.4 eV/A. As for the energy relative to the best compared isomer or geometry (same formula, charge and spin): 8.1 kcal per mole. The calculation puts the HOMO energy at -8.1 eV. For the lowest unoccupied orbital energy, the calculation gives 0.3 eV.

The computed Löwdin charges, all in e, follow: Ca 1.17; C -0.30; As 1.11; C -0.31; C -0.34; C -0.67; C -0.11; C -0.36; As 1.11; C -0.30; C -0.29; C -0.38; As 1.11; C -0.34; C -0.35; H 0.01; H 0.01; H 0.02; H 0.03; H 0.01; H 0.02; H 0.06; H 0.08; H 0.08; H 0.08; H 0.06; H 0.08; H 0.07; H 0.03; H 0.01; H 0.02; H 0.03; H 0.02; H 0.01; H 0.06; H 0.04; H 0.01; H 0.02; H 0.00; H 0.02; H 0.02; H 0.02; N 0.16; C -0.49; C -0.07; P 0.27; O -0.14; O -0.32; O -0.39; P 0.33; O -0.13; O -0.31; O -0.43; H 0.16; H 0.14; H 0.11; H 0.09; H 0.08; H 0.08; H 0.09; H 0.08; C -0.14; C -0.39; S 0.95; O -0.65; C -0.38; C -0.12; H 0.08; H 0.07; H 0.07; H 0.09; H 0.10; H 0.10; H 0.07; H 0.06; H 0.08; H 0.08; F 0.12; B -1.26; F -0.07; F 0.16; F 0.05

---

- What is the formula in the first record?
  C24H24NO6PS5SeTeV